Below is a cluster of 2 separate species, C5H9N5O in total, with properties calculated with the ωB97M-V functional and the def2-TZVPD basis.

Computed properties:
Frontier orbital gap ... 9.22 eV
Molecular weight ... 155.2 g/mol
SMILES ... C=C/C(C)=N\O.c1nnn[nH]1
E_HOMO ... -8.6 eV
LUMO energy ... 0.65 eV

The geometry in ORCA input format:
```
! RIJCOSX wB97M-V def2-TZVPD def2/J DEFGRID3
* xyz 0 1
C -1.1572 -0.3793 -0.5050
C -0.0056 -1.2979 -0.2024
C 0.0621 -2.6229 -0.8280
C -0.8575 -3.0930 -1.6810
C 0.6063 2.8023 1.6666
H -2.1108 -0.8442 -0.2264
H -1.0237 0.5143 0.0605
H -1.2025 -0.1562 -1.5795
H 0.9153 -3.2276 -0.5643
H -0.7543 -4.0754 -2.1129
H -1.7267 -2.5154 -1.9632
H 2.4624 -1.2403 1.4748
H 0.8356 2.8730 2.7136
H 0.0195 4.8041 1.1305
N 0.8700 -0.8461 0.6138
N 0.6777 1.7343 0.9281
N 0.2941 2.1221 -0.3218
N 0.0026 3.3633 -0.3526
N 0.1898 3.8252 0.8976
O 1.9029 -1.7403 0.8515
*
```